1.
The following is a DFT calculation (ωB97M-V/def2-TZVPD) of a cluster of 8 separate species, C45H113N7O3S in total in a non-equilibrium geometry.

```
169
Properties=species:S:1:pos:R:3:forces:R:3:mulliken_charge:R:1
C -2.40874 -3.80784 1.12962 0.41 0.52 -0.18 -0.675
C -2.16095 -5.31881 0.98679 0.44 0.98 0.24 -0.491
N -0.83174 -5.66424 1.47977 0.04 -0.67 0.74 0.409
C 0.29935 -5.09299 0.79499 0.47 1.19 -0.40 0.428
C 1.55328 -4.94845 1.64848 0.04 -0.52 1.22 -1.198
C -0.64827 -7.10241 1.62408 0.01 -1.02 0.44 -0.362
C -1.65029 -7.79577 2.55843 0.03 0.53 0.22 -1.422
H -2.24337 -3.48075 2.15883 0.42 -0.22 0.02 0.271
H -3.37825 -3.35504 0.91044 -0.32 -0.86 -0.38 0.481
H -1.71871 -3.27516 0.47357 0.02 0.13 0.19 -0.415
H -2.85161 -5.79696 1.67079 -0.30 -0.42 -0.47 0.392
H -2.20574 -5.66371 -0.05539 -0.76 0.01 -0.02 0.301
H 0.53192 -5.56903 -0.17086 -0.08 -0.26 0.03 0.198
H 0.08792 -4.04541 0.55429 -0.33 -0.22 -0.19 -0.483
H 1.28781 -4.42844 2.57561 -0.05 0.38 -0.25 0.124
H 1.97870 -5.86872 2.06195 -0.03 -0.22 -0.55 0.414
H 2.35686 -4.40564 1.15374 -0.10 0.03 -0.18 0.342
H 0.34689 -7.23952 2.04801 0.02 -0.11 -0.09 0.293
H -0.67107 -7.68730 0.68793 0.10 0.48 -0.38 0.350
H -2.65595 -7.77000 2.14074 -0.11 0.26 0.24 0.350
H -1.57884 -7.28358 3.52150 -0.50 -0.02 0.02 0.321
H -1.48701 -8.85549 2.75737 0.59 0.04 -0.29 0.420
C 5.78052 -2.19959 -3.61624 1.10 0.24 -0.52 -1.135
C 5.14877 -2.38062 -2.25567 -1.08 -0.45 -0.32 -0.615
N 4.07386 -1.43272 -1.93271 0.15 0.49 -0.25 0.274
C 4.49429 -0.02626 -1.93382 -0.28 0.23 2.26 0.550
C 5.57567 0.19569 -0.84497 0.74 -0.81 -1.10 -1.539
C 2.85066 -1.58683 -2.73089 0.87 -0.17 0.14 0.418
C 2.07474 -2.84038 -2.33069 0.62 -0.11 -0.71 -1.657
H 5.07569 -2.24484 -4.44754 -0.19 0.21 0.17 0.253
H 6.51406 -2.97639 -3.85339 -0.09 -0.16 0.32 0.440
H 6.36252 -1.27455 -3.68089 -0.26 0.12 -0.08 0.267
H 4.68728 -3.37134 -2.28163 0.01 -0.02 0.35 0.293
H 5.86409 -2.39529 -1.43688 0.21 0.12 -0.11 0.427
H 4.79333 0.42734 -2.88472 -0.01 -0.26 -0.21 0.302
H 3.64055 0.53005 -1.53609 -0.25 0.03 -0.52 -0.374
H 6.53583 0.09567 -1.36377 0.23 0.24 0.44 0.346
H 5.55139 1.13231 -0.29400 -0.21 0.17 -0.31 0.376
H 5.54159 -0.62090 -0.12526 -0.21 0.06 0.11 0.352
H 3.12386 -1.57672 -3.79746 -0.42 -0.13 -0.10 0.313
H 2.29916 -0.66620 -2.54591 -0.42 -0.17 -0.03 -0.554
H 2.01598 -2.88795 -1.24431 -0.52 0.06 -0.02 0.312
H 2.60065 -3.74863 -2.64086 0.19 0.10 0.03 0.449
H 1.13742 -2.90746 -2.88458 -0.30 0.22 0.49 0.477
C -3.32919 4.07522 -6.36339 -0.23 -1.16 -0.72 -0.627
C -4.59636 3.40310 -5.75040 0.89 0.37 0.08 -0.787
N -4.39496 2.10496 -5.13209 -1.14 -0.07 -0.40 0.060
C -3.51204 2.07568 -3.98166 0.25 1.02 -0.42 1.099
C -3.94663 3.05341 -2.89430 -0.70 -0.11 0.35 -1.506
C -4.13335 1.06603 -6.14148 1.38 0.01 1.53 -0.282
C -4.63473 -0.27966 -5.65939 -0.59 -0.31 0.34 -1.360
H -3.66713 4.79388 -7.10988 0.23 0.43 0.30 0.441
H -2.79409 3.31908 -6.95323 -0.08 -0.04 -0.03 0.051
H -2.55888 4.45729 -5.69531 -0.42 0.37 0.29 0.106
H -5.05192 4.10872 -5.05436 -0.16 -0.16 0.07 0.351
H -5.29844 3.21846 -6.56137 -0.12 0.28 -0.02 0.559
H -3.44304 1.05059 -3.62871 0.16 0.04 0.10 0.030
H -2.53068 2.46822 -4.30100 0.40 -0.66 0.10 -0.426
H -3.48228 2.88628 -1.92045 0.40 -0.13 -0.20 0.043
H -3.73486 4.07926 -3.19687 0.00 0.01 0.07 0.356
H -5.01818 2.98312 -2.68448 -0.04 -0.03 -0.24 0.442
H -3.04029 0.99955 -6.25849 0.03 -0.09 -0.31 -0.076
H -4.53745 1.35867 -7.10638 -0.26 -0.06 0.03 0.588
H -5.72200 -0.21762 -5.56314 -0.03 -0.36 -0.44 0.347
H -4.33613 -0.57208 -4.64845 0.41 0.50 0.00 0.155
H -4.28607 -1.11638 -6.26652 -0.36 0.13 -0.36 0.432
C -0.37298 5.09720 -2.70901 -0.52 -0.05 0.05 -1.383
C 0.32729 4.90328 -1.34009 -0.48 -0.52 -1.73 0.736
N 1.71960 5.28064 -1.45261 1.18 0.65 0.73 0.172
C 2.58473 4.68027 -0.41246 -1.26 1.21 0.75 -0.940
C 2.35475 3.20482 -0.26635 1.16 -0.72 -0.45 -0.381
C 1.83177 6.77114 -1.46324 -0.65 -1.09 -0.48 -0.389
C 3.23298 7.32143 -1.31583 0.22 -0.93 0.16 -1.458
H -1.29509 4.51226 -2.80644 0.02 -0.06 0.44 0.097
H 0.26014 4.71173 -3.50904 0.24 0.29 0.03 0.381
H -0.69220 6.12082 -2.91184 0.35 0.09 -0.07 0.499
H -0.24621 5.42350 -0.56158 0.18 0.00 0.27 0.289
H 0.26226 3.82581 -1.20642 0.09 0.02 0.54 -0.689
H 2.38795 5.11789 0.58910 -0.37 0.15 -0.04 0.350
H 3.61397 5.01097 -0.53312 0.10 -0.64 -0.73 0.566
H 2.13656 2.73850 -1.23093 -0.06 0.02 0.00 0.013
H 1.57487 2.93264 0.43990 0.00 0.02 0.01 -0.032
H 3.31332 2.77906 0.04934 -0.27 -0.28 0.26 0.330
H 1.45320 7.07157 -2.44310 -0.12 0.20 0.10 0.331
H 1.11019 7.11520 -0.71021 0.29 0.55 0.17 0.402
H 3.23822 8.39772 -1.45853 0.14 0.02 0.04 0.385
H 3.68890 7.03137 -0.36824 -0.20 0.54 0.25 0.321
H 3.88267 6.81631 -2.03649 -0.10 0.36 -0.34 0.392
C 3.30351 2.31534 -6.55979 -0.15 0.15 1.02 -1.102
C 2.47659 1.02362 -6.66603 0.97 0.16 -0.62 -0.347
N 1.03696 1.18573 -6.75030 -0.64 0.23 0.18 0.244
C 0.58256 1.71607 -8.04501 -0.62 -1.34 0.77 -0.486
C -0.74345 1.02438 -8.40815 0.35 0.53 -1.31 -1.048
C 0.48399 1.98596 -5.64850 0.51 0.50 -0.36 -0.350
C 0.59295 1.24040 -4.33288 -0.39 0.54 0.77 -0.831
H 3.38364 2.65395 -5.52012 -0.02 -0.14 0.04 0.256
H 2.82900 3.16506 -7.05276 0.25 -0.16 -0.52 0.314
H 4.32893 2.13799 -6.88162 -0.08 0.18 -0.30 0.403
H 2.82565 0.51133 -7.56829 -0.40 0.04 -0.19 0.563
H 2.82703 0.32643 -5.89955 -0.60 0.11 0.41 -0.116
H 0.43628 2.80119 -8.06791 0.39 0.13 0.05 0.281
H 1.34015 1.37785 -8.74989 -0.12 0.48 -0.39 0.499
H -1.12947 1.51281 -9.31217 -0.04 -0.09 -0.04 0.387
H -0.51692 -0.00179 -8.69339 -0.25 -0.14 0.29 0.387
H -1.56366 1.07429 -7.69784 0.36 -0.02 0.43 0.033
H -0.50445 2.40553 -5.85677 -0.36 -0.95 -0.23 -0.018
H 1.04503 2.93571 -5.67113 0.22 -0.03 0.75 0.379
H 1.61998 1.32840 -3.97604 0.05 -0.56 0.06 0.275
H 0.21761 0.21692 -4.37178 0.53 -0.19 -0.50 0.349
H -0.02504 1.63089 -3.51567 0.04 0.63 -0.26 0.017
C 1.59117 -0.85030 1.78227 0.02 0.34 1.53 -1.472
C 0.40182 -0.95939 0.84868 0.90 0.00 -0.30 0.452
N -0.21301 0.34765 0.63427 -0.81 -0.10 -0.30 1.053
C -1.25921 0.64901 1.60777 0.54 0.80 0.64 0.014
C -1.70404 2.11787 1.52385 -0.36 -0.28 -0.62 -1.233
C -0.69022 0.46971 -0.74264 0.26 -1.00 -1.02 0.945
C -1.86599 -0.44193 -1.17192 -0.83 0.70 1.30 -1.008
H 1.29099 -0.66333 2.82298 -0.34 -0.03 -0.09 0.063
H 2.20289 0.02788 1.57118 0.11 -0.21 -0.52 0.234
H 2.21191 -1.74285 1.88094 -0.04 -0.06 -0.52 0.395
H 0.80703 -1.28813 -0.11260 -0.15 -0.02 -0.06 -0.031
H -0.28717 -1.75101 1.16629 -0.16 0.15 0.16 -0.082
H -2.09510 -0.05459 1.52762 -0.18 0.06 0.11 0.279
H -0.82956 0.56515 2.60968 0.08 -0.48 -0.05 0.069
H -0.84584 2.76488 1.33893 0.07 -0.08 0.00 0.131
H -2.40990 2.24761 0.69889 0.04 0.18 -0.02 0.192
H -2.20224 2.48020 2.42249 0.00 -0.25 0.11 0.470
H 0.15545 0.14964 -1.35617 0.16 0.54 -0.14 -0.780
H -0.96421 1.49499 -0.99213 0.24 0.13 0.13 -0.192
H -2.74753 -0.00942 -0.68159 -0.21 -0.27 -0.07 0.415
H -1.78859 -1.45685 -0.78307 0.22 -0.07 -0.20 -0.287
H -2.12953 -0.45836 -2.22800 0.54 0.07 -0.14 0.313
C -4.71810 0.11329 8.42489 0.49 0.51 -0.85 -1.152
C -3.62930 -0.58382 7.58466 -1.11 -1.74 0.94 -0.579
N -2.23694 -0.31939 7.94088 -0.41 1.97 -1.18 0.470
C -1.76833 0.92637 7.27314 1.34 -0.50 0.41 -0.555
C -1.67565 0.83486 5.76423 0.66 -0.52 -0.31 -1.255
C -1.99356 -0.23643 9.37522 -0.21 -1.87 0.82 -0.822
C -0.52590 -0.39393 9.77421 0.28 -0.29 -0.06 -0.998
H -4.69782 1.16944 8.13773 0.05 0.16 0.63 0.287
H -4.53135 -0.05331 9.48063 -0.25 0.27 0.10 0.289
H -5.73131 -0.19755 8.17071 0.13 -0.42 -0.03 0.413
H -3.75776 -1.66863 7.71786 -0.08 0.03 0.10 0.308
H -3.87780 -0.45064 6.53248 0.64 0.35 -0.09 0.358
H -2.21195 1.89752 7.53314 -0.66 -0.33 0.42 0.188
H -0.75735 0.98207 7.68507 0.12 0.48 -0.48 0.272
H -1.10989 -0.05779 5.47827 -0.37 -0.17 0.10 0.205
H -2.63482 0.81642 5.24915 -0.01 0.09 0.03 0.349
H -1.05358 1.63273 5.35209 -0.33 0.34 0.15 0.518
H -2.42792 -1.14252 9.82161 -0.42 0.04 -0.20 0.475
H -2.53874 0.56146 9.88651 0.43 0.53 -0.16 0.373
H 0.10819 0.29698 9.22201 0.30 0.07 0.48 0.325
H -0.13096 -1.40404 9.62667 -0.35 0.05 -0.80 0.085
H -0.35277 -0.38139 10.85327 -0.29 0.98 0.02 0.408
O 2.66254 -5.14845 8.95342 -1.67 1.34 -0.42 -0.645
S 1.70250 -4.06327 8.81059 1.87 -0.47 -1.25 1.183
O 1.72731 -2.99008 9.74879 -0.39 0.15 0.37 -0.614
O 1.96454 -3.41545 7.33721 -0.36 -0.84 1.41 -0.361
C 1.18691 -2.24226 7.04521 -0.33 0.48 -0.55 0.405
C 1.08586 -2.19728 5.53689 0.25 0.70 -0.58 -0.848
C 0.06700 -4.72842 8.65559 -0.13 -0.75 0.78 -0.812
H 1.68671 -1.34317 7.41296 0.32 -0.19 0.00 0.209
H 0.21725 -2.20086 7.54838 -0.06 -0.55 -0.12 -0.106
H 0.45172 -1.37654 5.19259 0.03 0.03 0.25 -0.047
H 0.72418 -3.08411 5.01822 -0.07 -0.28 0.50 0.287
H 2.08230 -1.98558 5.14286 0.00 -0.10 -0.08 0.393
H -0.75461 -4.07920 8.36455 0.47 0.44 -0.26 0.255
H -0.16189 -5.04680 9.67650 0.06 -0.12 -0.05 0.357
H 0.12294 -5.61576 8.02979 0.04 0.10 -0.11 0.342
```
Positions in Å, forces in eV/Å.

total charge: 0
strongest force on any atom: 0.0454 Eh/bohr
E_tot: -75901.7256 eV
structure (SMILES): CCOS(C)(=O)=O.CCN(CC)CC.CCN(CC)CC.CCN(CC)CC.CCN(CC)CC.CCN(CC)CC.CCN(CC)CC.CCN(CC)CC
HOMO level: -8.2 eV
HOMO-LUMO gap: 8.6 eV

***

2.
The following is a DFT calculation (ωB97M-V/def2-TZVPD) of a structure of composition C18H23AsF3NO9SV in a non-equilibrium geometry.

```
57
Properties=species:S:1:pos:R:3:forces:R:3:mulliken_charge:R:1
V 0.09378 -0.49834 0.33854 -0.03 -0.83 1.03 1.230
C 2.31603 -1.43036 2.54156 0.17 -0.10 -0.04 -0.899
O 1.03898 -1.85858 1.99457 -0.28 0.17 -0.23 -0.096
C 0.09184 -2.18297 3.03653 -0.08 -0.10 -0.04 -0.615
C -0.91301 -1.06436 3.07686 0.19 -0.11 0.15 -0.475
O -1.36170 -0.89204 1.69906 0.11 0.11 -0.20 -0.260
C -2.43941 -1.80225 1.30393 -0.10 -0.17 -0.07 -0.459
C -2.49062 -1.79582 -0.19285 0.11 0.11 0.04 -0.513
O -1.11640 -1.96911 -0.63657 -0.26 -0.24 -0.06 -0.311
C -1.05932 -2.37362 -2.04341 0.00 -0.03 -0.06 -0.802
H 2.19453 -0.53874 3.15560 -0.06 0.03 0.01 0.354
H 2.98452 -1.22249 1.71200 -0.01 -0.01 -0.04 0.281
H 2.72513 -2.23894 3.14261 -0.01 -0.05 -0.01 0.367
H 0.58466 -2.29530 4.00051 0.11 -0.02 -0.03 0.569
H -0.37160 -3.13053 2.76985 0.03 -0.07 0.02 0.276
H -0.47381 -0.11482 3.37417 -0.04 0.09 -0.05 0.237
H -1.75802 -1.29175 3.72412 -0.14 0.05 -0.11 0.436
H -3.37508 -1.45388 1.73711 0.03 0.13 0.08 0.397
H -2.21469 -2.80046 1.67548 0.08 0.00 0.07 0.411
H -2.87235 -0.85435 -0.58629 -0.01 0.02 -0.08 0.086
H -3.11319 -2.61275 -0.55183 0.04 -0.08 -0.01 0.634
H -1.21981 -1.50666 -2.68280 -0.02 0.05 0.02 0.297
H -1.82682 -3.12110 -2.22277 -0.04 -0.01 0.05 0.399
H -0.09063 -2.81990 -2.23053 0.04 0.02 0.04 0.258
O -0.03934 4.71942 0.46441 -0.03 0.00 0.02 -0.491
As 1.02723 2.59940 1.41978 -0.38 1.37 0.55 0.695
O -0.44418 2.28727 1.98058 0.57 -0.08 0.05 -0.442
O 1.17253 0.45805 0.95112 0.16 -0.40 0.00 -0.181
C -1.37427 4.48612 0.28317 0.07 -0.12 0.08 1.041
C -2.33679 5.37316 0.72256 -0.08 0.11 0.05 -0.868
C -3.68232 5.08091 0.56794 0.04 -0.03 0.01 -0.677
C -4.10087 3.89135 -0.02841 -0.13 0.06 -0.01 -0.924
C -3.16413 3.00228 -0.49203 0.04 0.03 -0.11 -0.661
C -1.80330 3.30238 -0.34017 0.12 -0.35 0.10 0.450
S -0.70540 2.16791 -1.01562 0.73 0.74 -0.66 1.400
O 0.70375 2.46744 -0.60178 -0.69 -0.07 0.07 -0.594
O -0.86377 1.95678 -2.40465 -0.13 -0.16 0.10 -0.492
O -0.95638 0.70828 -0.35931 -0.15 0.07 -0.51 0.075
H 0.10835 5.61152 0.81954 -0.05 -0.06 -0.07 0.330
H -2.02804 6.29620 1.19956 -0.03 0.01 0.00 0.379
H -4.41920 5.78672 0.92737 0.01 0.02 -0.01 0.447
H -5.15402 3.67695 -0.14285 0.01 0.02 0.00 0.472
H -3.47116 2.09247 -0.99379 0.02 0.02 -0.01 0.499
F 4.73378 -3.29227 -3.94282 -0.02 -0.06 -0.04 -0.209
C 4.95784 -2.20869 -3.20837 -0.02 -0.01 -0.01 0.617
F 5.36661 -1.22071 -3.99016 0.00 0.05 -0.04 -0.247
F 5.90271 -2.47959 -2.31096 0.04 -0.01 0.04 -0.220
C 3.67687 -1.82662 -2.47241 0.01 -0.01 0.04 0.393
C 3.18361 -2.68046 -1.49096 0.04 0.01 -0.09 -1.051
C 2.06503 -2.30404 -0.78884 -0.09 0.00 -0.05 -0.552
N 1.44420 -1.12411 -1.02699 0.15 -0.18 -0.19 0.962
C 1.88805 -0.32397 -2.01920 -0.12 -0.03 0.12 -0.215
C 3.00037 -0.65277 -2.76137 0.04 -0.04 -0.10 -0.935
H 3.66570 -3.62488 -1.27367 0.00 0.00 0.01 0.540
H 1.64188 -2.94833 -0.03049 0.00 0.07 0.07 0.667
H 1.33927 0.58377 -2.22561 0.00 0.04 0.07 0.376
H 3.33240 0.00722 -3.55104 0.02 0.02 0.01 0.613
```
Positions in Å, forces in eV/Å.

total charge: +3
strongest force on any atom: 0.0297 Eh/bohr
E_tot: -144442.0359 eV
HOMO level: -17.8 eV
HOMO-LUMO gap: 5.3 eV

***

3.
The following is a DFT calculation (ωB97M-V/def2-TZVPD) of a structure of composition C11H24IN3NbORb in a non-equilibrium geometry.

```
42
Properties=species:S:1:pos:R:3:forces:R:3:mulliken_charge:R:1
N 2.09331 -0.57644 0.42742 3.14 -3.18 5.74 -0.603
C 2.95253 -1.22759 1.24134 4.58 4.10 -6.58 0.875
O 4.20521 -1.35028 1.08333 -6.53 -1.21 4.74 -0.544
Rb 3.89235 -0.93006 -1.20971 1.78 0.35 -4.20 0.940
Nb 0.27490 -0.04316 0.57592 -5.07 1.04 -1.77 0.819
N -0.82250 -1.59591 -0.13381 0.64 2.45 0.69 0.340
N -0.18685 1.81456 -0.25519 0.45 -3.27 1.13 0.093
C -0.37193 -3.02127 -0.23872 0.93 0.60 0.86 1.155
C 0.28887 3.11772 0.23652 -0.34 1.01 0.47 1.553
C 0.83960 -3.04051 -1.15973 0.36 -0.23 -0.61 -0.847
C -1.44755 -3.95797 -0.74502 0.45 0.05 0.00 -1.958
C 0.04866 -3.45907 1.17553 -0.15 -0.49 0.34 -1.244
C 0.23029 4.18621 -0.86652 0.38 -0.09 -0.11 -1.887
C -0.57175 3.66678 1.37628 -0.27 0.24 0.73 -1.385
C 1.72017 2.95465 0.72821 -0.29 0.00 -0.08 -1.628
H 0.57466 -2.63922 -2.14409 0.00 -0.08 0.05 0.456
H 1.18624 -4.07066 -1.30621 0.01 0.22 0.07 0.512
H 1.67544 -2.43457 -0.76501 -0.60 -0.59 -0.12 -0.378
H -2.28253 -4.00772 -0.05403 -0.12 -0.17 -0.10 0.526
H -0.96866 -4.93405 -0.78959 -0.25 -0.16 -0.12 0.478
H -1.76091 -3.66825 -1.74164 -0.26 -0.13 -0.14 0.441
H 0.89296 -2.88481 1.61114 -0.45 -0.17 -0.33 0.168
H 0.34693 -4.51988 1.15681 -0.03 0.36 0.02 0.415
H -0.81189 -3.37978 1.85754 0.33 0.03 -0.12 0.371
H 0.76843 3.80478 -1.74607 -0.13 0.41 0.02 0.456
H 0.74184 5.08487 -0.47157 -0.31 -0.42 -0.39 0.456
H -0.80814 4.45365 -1.13294 0.60 -0.03 0.13 0.449
H -1.59541 3.90327 1.08607 -0.04 -0.22 -0.21 0.377
H -0.16304 4.62293 1.73752 0.08 -0.31 -0.24 0.412
H -0.60890 3.01389 2.25062 0.03 -0.09 -0.12 0.252
H 1.78802 2.24693 1.56562 0.03 0.11 0.00 0.322
H 2.10927 3.92136 1.05241 0.04 -0.20 0.10 0.488
H 2.30733 2.60469 -0.10793 0.50 -0.15 -0.21 0.367
C -1.33167 1.81683 -1.17739 -0.10 0.57 -0.25 -1.207
H -1.40501 0.84075 -1.68949 -0.04 0.60 0.08 0.353
H -2.29763 2.05691 -0.67971 0.56 -0.17 -0.13 0.356
H -1.13727 2.63691 -1.90339 -0.34 -0.94 0.12 0.396
C -2.25900 -1.32321 -0.43138 -0.03 -0.23 0.15 -1.070
H -2.88911 -2.11976 0.03216 0.43 0.83 -0.34 0.313
H -2.57671 -0.34828 -0.00558 0.18 -0.49 -0.28 0.268
H -2.41439 -1.32659 -1.53570 -0.02 0.07 0.78 0.401
I -0.22616 0.11135 3.09601 -0.14 -0.02 0.24 -0.056
```
Positions in Å, forces in eV/Å.

total charge: +2
strongest force on any atom: 0.1751 Eh/bohr
E_tot: -28604.4569 eV
HOMO level (spin up / spin down): -15.4 / -15.4 eV
HOMO-LUMO gap (spin up / spin down): 5.6 / 5.6 eV

***

- What is the strongest force on any atom in the first record?
  0.0454 Eh/bohr